This record from the OMol25 dataset describes C9H28CoO9 as an isolated structure at a distorted geometry. The level of theory is wB97M-V/def2-TZVPD.

The geometry in XYZ format:
```
47
C9H28CoO9, DFT wB97M-V/def2-TZVPD
Co -1.961 4.700 -1.411
C -0.410 1.030 -0.449
O -0.123 -0.011 0.095
O 0.306 2.009 -0.471
O -1.490 1.229 -0.993
C 2.046 6.662 6.968
C 1.683 6.705 5.480
O 1.495 5.334 5.056
H 2.689 5.798 7.136
H 1.241 6.536 7.692
H 2.584 7.498 7.418
H 2.457 7.176 4.875
H 0.798 7.333 5.370
H 1.248 5.517 4.147
C -1.806 -0.388 -7.753
C -1.046 -0.370 -6.491
O -1.532 -1.295 -5.526
H -1.852 -1.308 -8.335
H -1.364 0.371 -8.399
H -2.785 -0.035 -7.431
H -1.027 0.612 -6.018
H -0.041 -0.724 -6.719
H -1.567 -0.895 -4.654
C 5.289 -0.702 -1.432
O 5.144 0.425 -0.596
H 4.611 -0.705 -2.285
H 6.303 -0.829 -1.810
H 5.203 -1.622 -0.853
H 4.285 0.758 -0.866
C -2.775 -0.601 4.630
O -1.875 -1.668 4.450
H -3.744 -0.811 4.176
H -2.776 -0.349 5.691
H -2.369 0.230 4.054
H -1.631 -1.594 3.525
C -4.328 -4.375 0.284
O -4.485 -2.954 0.213
H -4.032 -4.830 -0.662
H -3.603 -4.585 1.071
H -5.282 -4.694 0.702
H -3.590 -2.618 0.131
C 1.724 -5.608 -1.905
O 1.751 -4.988 -0.623
H 2.591 -5.246 -2.457
H 1.787 -6.694 -1.824
H 0.859 -5.323 -2.503
H 1.398 -4.098 -0.694
```

Results
F_max, eV/Å: 5.65
LUMO energy (alpha / beta), eV: -4.2 / -4.1
Calculated total energy, eV: -65831.353
Spin multiplicity: 4

=====

This record from the OMol25 dataset describes a 7-piece molecular cluster, C9H28N12O10 overall. The level of theory is wB97M-V/def2-TZVPD.

The geometry in XYZ format:
```
59
C9H28N12O10, DFT wB97M-V/def2-TZVPD
O -5.081 -0.167 -1.928
C -4.079 -0.836 -1.864
C -3.850 -2.040 -2.762
O -2.504 -1.947 -3.241
C -2.186 -2.297 -4.497
O -1.144 -2.836 -4.747
O -3.097 -1.939 -5.441
H -3.258 -0.617 -1.157
H -4.583 -2.045 -3.569
H -3.936 -2.955 -2.166
H -3.211 -0.978 -5.427
N 0.880 -0.259 -0.406
C 0.036 -0.564 -1.431
N 0.461 -1.547 -2.264
O -1.039 0.020 -1.581
H 1.773 -0.705 -0.247
H 0.582 0.469 0.223
H -0.158 -1.824 -3.004
H 1.349 -2.022 -2.165
N 3.025 -5.708 -2.031
C 2.268 -4.604 -2.294
N 1.148 -4.821 -3.039
O 2.592 -3.497 -1.880
H 2.789 -6.628 -2.349
H 3.851 -5.576 -1.477
H 0.563 -4.038 -3.273
H 0.893 -5.727 -3.383
N 4.380 0.280 -1.481
C 4.218 0.315 -0.128
N 4.659 1.444 0.499
O 3.709 -0.614 0.484
H 4.787 1.028 -2.009
H 4.071 -0.548 -1.958
H 4.541 1.492 1.494
H 5.079 2.215 0.017
N -0.479 2.906 0.094
C -0.566 2.869 1.457
N -0.143 3.987 2.113
O -0.990 1.888 2.051
H -0.115 3.688 -0.417
H -0.806 2.096 -0.412
H -0.203 3.996 3.114
H 0.175 4.818 1.653
N -3.114 7.002 3.928
C -2.217 6.005 4.201
N -2.766 4.796 4.512
O -1.011 6.193 4.161
H -4.107 6.873 3.951
H -2.740 7.903 3.698
H -2.143 4.034 4.705
H -3.753 4.626 4.528
N 1.779 -1.895 3.747
C 0.413 -1.796 3.838
N -0.207 -1.440 2.679
O -0.187 -2.012 4.878
H 2.293 -1.715 2.904
H 2.273 -2.154 4.580
H -1.203 -1.334 2.691
H 0.291 -1.255 1.829
```

Results
SMILES string: O=CCOC(=O)O.NC(N)=O.NC(N)=O.NC(N)=O.NC(N)=O.NC(N)=O.NC(N)=O
F_max, eV/Å: 0.62
LUMO energy, eV: 0.4
Calculated total energy, eV: -48149.758
Spin multiplicity: 1
ΔE to the lowest compared entry with this formula, charge and spin, kJ/mol: 0.0

=====

This record from the OMol25 dataset describes C9H28NbO7S2 as an isolated structure at a distorted geometry. The level of theory is wB97M-V/def2-TZVPD.

The geometry in XYZ format:
```
47
C9H28NbO7S2, DFT wB97M-V/def2-TZVPD
C 1.562 0.385 0.768
C 0.910 1.751 1.047
O -0.258 1.914 0.266
Nb -1.978 2.845 0.613
C -3.360 1.072 0.683
H 1.734 -0.196 1.676
H 2.511 0.516 0.248
H 0.895 -0.189 0.123
H 1.611 2.551 0.778
H 0.697 1.870 2.112
H -1.995 2.925 2.467
H -1.309 4.580 0.687
H -2.445 3.204 -1.149
H -3.478 3.842 0.854
H -3.063 0.494 1.568
H -4.432 1.247 0.731
H -3.120 0.484 -0.215
O 4.368 0.964 -1.296
S 4.428 1.545 -2.606
O 4.600 0.687 -3.740
O 5.575 2.654 -2.610
C 6.845 2.287 -2.017
C 7.670 1.407 -2.929
C 3.049 2.605 -2.854
H 6.652 1.811 -1.056
H 7.332 3.243 -1.837
H 7.206 0.432 -3.065
H 8.659 1.266 -2.490
H 7.786 1.871 -3.908
H 2.952 3.262 -1.994
H 2.175 1.960 -2.930
H 3.197 3.163 -3.774
O -2.875 -2.981 2.572
S -3.690 -3.118 1.400
O -4.690 -2.145 1.101
O -4.373 -4.568 1.454
C -5.050 -4.914 2.685
C -6.404 -4.250 2.807
C -2.674 -3.365 -0.012
H -4.398 -4.662 3.522
H -5.144 -5.998 2.634
H -6.309 -3.171 2.911
H -6.917 -4.643 3.687
H -7.012 -4.455 1.926
H -1.946 -4.141 0.205
H -2.185 -2.408 -0.191
H -3.308 -3.631 -0.853
```

Results
F_max, eV/Å: 2.36
Total charge: -1
LUMO energy, eV: 2.4
Calculated total energy, eV: -47335.840
Spin multiplicity: 1